(1)
{
  "formula": "CH3N3O2S",
  "method": "ωB97M-V/def2-TZVPD",
  "lumo_energy_ev": -0.23,
  "spin_multiplicity": 1,
  "energy_ha": -752.8127,
  "gap_ev": 9.9973,
  "species": ["C", "N", "N", "N", "O", "O", "S", "H", "H", "H"],
  "positions_angstrom": [[0.250420, 0.236425, -0.438166], [0.057633, -2.073670, 0.002687], [-0.886444, -2.544505, 0.387829], [-0.491741, 0.491716, 0.528636], [-3.446344, 0.895481, 0.632051], [-2.443054, -0.365402, -1.272107], [-2.761029, -0.275645, 0.150763], [1.390807, 0.038847, -0.414012], [-0.337946, 0.103178, -1.277894], [-0.180911, 0.637074, 1.470093]],
  "atomic_forces_ev_per_a": [[2.692, 0.282, 1.517], [-3.943, -3.286, 1.690], [4.082, 1.633, -1.611], [-1.022, 0.744, 0.837], [0.052, -0.415, -0.323], [-0.598, 0.085, 1.128], [0.140, 0.697, -0.961], [-1.853, 0.745, -0.120], [-0.373, -0.467, -2.509], [0.824, -0.017, 0.354]],
  "mulliken_charge": [-0.258, 0.123, -0.125, -0.420, -0.447, -0.470, 0.758, 0.281, 0.378, 0.179]
}

=====

(2)
{
  "formula": "C40H42N6O6S2SeW",
  "method": "ωB97M-V/def2-TZVPD",
  "lumo_energy_ev": [-1.09, -1.09],
  "spin_multiplicity": 1,
  "energy_ha": -5594.5060,
  "gap_ev": [6.9808, 6.9813],
  "species": ["W", "C", "C", "N", "N", "C", "S", "S", "C", "C", "C", "C", "C", "C", "C", "C", "C", "C", "C", "C", "C", "O", "H", "H", "H", "H", "H", "H", "H", "H", "H", "H", "H", "H", "H", "H", "O", "C", "O", "C", "C", "N", "N", "C", "C", "O", "O", "H", "H", "H", "C", "C", "N", "C", "C", "C", "O", "C", "C", "C", "C", "N", "C", "H", "H", "H", "H", "H", "H", "H", "H", "H", "H", "H", "H", "H", "H", "C", "C", "C", "C", "C", "C", "Se", "C", "C", "C", "H", "H", "H", "H", "H", "H", "H", "H", "H", "H", "H"],
  "positions_angstrom": [[-1.503591, -0.011793, -0.782342], [-2.088414, 1.945970, -3.359146], [-1.910961, 1.887781, -1.865308], [-0.659386, 1.605972, -1.347681], [0.293217, 2.449072, -0.825178], [0.681655, 2.031227, 0.332083], [-0.014551, 0.644458, 1.115114], [1.919347, 2.859362, 1.244752], [2.096364, 4.419648, 0.316752], [1.201529, 5.510301, 0.835358], [1.717149, 6.494823, 1.670820], [0.899310, 7.495658, 2.176308], [-0.447965, 7.518692, 1.850401], [-0.970516, 6.538839, 1.016517], [-0.152853, 5.541645, 0.508862], [-2.764430, 2.757487, -1.013221], [-3.204371, 4.036014, -1.335339], [-3.937118, 4.770623, -0.414395], [-4.217558, 4.231773, 0.837251], [-3.794073, 2.955158, 1.172433], [-3.086001, 2.216674, 0.230454], [-2.742531, 0.932050, 0.465916], [-1.375754, 1.300411, -3.868351], [-1.927062, 2.967382, -3.714603], [-3.100431, 1.654674, -3.649468], [1.907387, 4.189681, -0.729512], [3.144796, 4.693951, 0.429871], [2.770224, 6.478925, 1.928465], [1.315949, 8.256124, 2.824159], [-1.089052, 8.297085, 2.243717], [-2.021141, 6.546747, 0.757350], [-0.566111, 4.779051, -0.140102], [-2.969822, 4.461629, -2.303269], [-4.282737, 5.764194, -0.667648], [-4.776944, 4.812523, 1.559659], [-4.005807, 2.520389, 2.140844], [-5.188776, -2.246802, -4.965999], [-5.918147, -1.817377, -3.941954], [-7.117869, -1.891165, -3.927601], [-5.177632, -1.220493, -2.797666], [-5.757612, -0.717150, -1.648459], [-4.767189, -0.258934, -0.863621], [-3.586925, -0.440660, -1.440156], [-3.803718, -1.020430, -2.600667], [-2.553112, -1.283364, -3.338328], [-2.530078, -1.790683, -4.443879], [-1.510763, -0.889665, -2.664904], [-4.217892, -2.120125, -4.837716], [-6.794040, -0.662460, -1.363387], [-4.783591, 0.170788, 0.051904], [4.628170, 0.087526, 0.912351], [3.628046, -0.775641, 1.671879], [3.769979, -2.212017, 1.412791], [4.476816, -3.004435, 2.414067], [5.971234, -2.721855, 2.478825], [3.536587, -2.780544, 0.204498], [3.954375, -3.882663, -0.119754], [2.700421, -2.000757, -0.774581], [3.168565, -1.791493, -2.061513], [2.381102, -1.073558, -2.943231], [1.138470, -0.637373, -2.528251], [0.648617, -0.892121, -1.307157], [1.434931, -1.547672, -0.446048], [4.519510, 1.129957, 1.211542], [4.452824, 0.035119, -0.163280], [5.652632, -0.229532, 1.105643], [2.611370, -0.444687, 1.460495], [3.766873, -0.647734, 2.746123], [4.310743, -4.048803, 2.170113], [4.005994, -2.803948, 3.379908], [6.432991, -2.897428, 1.506721], [6.442880, -3.384521, 3.205512], [6.177021, -1.695056, 2.784264], [4.140110, -2.173226, -2.348445], [2.713431, -0.849230, -3.946487], [0.502242, -0.077350, -3.194082], [1.038414, -1.718823, 0.541710], [2.380291, -5.937460, 2.251174], [1.308681, -4.969766, 1.831906], [0.831696, -4.987088, 0.526276], [-0.190823, -4.148806, 0.105204], [-0.659221, -4.225834, -1.322101], [-0.744517, -3.250700, 1.031144], [-2.223719, -2.161045, 0.474783], [-0.281699, -3.203560, 2.348332], [-0.877291, -2.270823, 3.366776], [0.749207, -4.065336, 2.722276], [3.214508, -5.912406, 1.548056], [1.990355, -6.957281, 2.264938], [2.753780, -5.710461, 3.249889], [1.274099, -5.673720, -0.187171], [-0.101773, -4.990196, -1.862151], [-0.529118, -3.273421, -1.840432], [-1.722455, -4.466097, -1.375332], [-0.797417, -1.228547, 3.054734], [-0.375417, -2.383023, 4.327488], [-1.940651, -2.474886, 3.504801], [1.106739, -4.037357, 3.746706]],
  "atomic_forces_ev_per_a": [[-0.074, -0.043, 0.090], [0.001, -0.008, -0.001], [0.016, 0.001, -0.002], [0.013, 0.008, -0.020], [0.001, -0.001, 0.010], [-0.008, 0.013, -0.003], [-0.005, 0.004, 0.001], [0.007, -0.008, -0.004], [-0.006, -0.001, 0.000], [0.003, 0.005, -0.008], [-0.001, -0.004, 0.004], [0.002, 0.001, -0.004], [-0.002, -0.003, 0.007], [0.006, 0.008, 0.000], [-0.007, -0.006, -0.004], [-0.008, 0.004, 0.006], [0.006, 0.003, -0.004], [-0.002, -0.001, 0.002], [0.000, 0.004, 0.001], [-0.007, -0.008, 0.000], [0.007, 0.009, -0.007], [0.007, 0.017, -0.011], [-0.002, 0.002, 0.001], [0.001, 0.000, 0.001], [0.000, 0.000, 0.000], [-0.001, 0.000, 0.001], [0.001, -0.001, 0.002], [0.000, -0.001, 0.001], [0.001, 0.000, -0.001], [0.001, 0.000, 0.000], [-0.001, 0.000, 0.001], [0.002, 0.001, 0.004], [0.000, 0.000, 0.000], [-0.002, 0.000, 0.000], [0.001, 0.000, 0.000], [0.001, 0.001, 0.000], [0.001, -0.010, 0.006], [-0.002, 0.031, -0.018], [0.000, -0.013, 0.007], [0.003, -0.016, 0.007], [-0.001, 0.008, 0.000], [-0.003, 0.001, 0.000], [0.009, -0.011, 0.010], [-0.001, -0.019, 0.008], [0.000, 0.070, -0.027], [0.001, -0.027, 0.010], [-0.017, -0.034, 0.003], [0.000, 0.002, -0.001], [0.000, 0.001, 0.000], [0.001, 0.001, 0.000], [0.002, 0.001, -0.003], [-0.008, 0.005, -0.012], [0.001, 0.003, -0.003], [0.000, 0.001, 0.004], [0.001, -0.001, 0.002], [-0.032, -0.019, 0.010], [0.011, 0.005, -0.005], [0.015, -0.003, -0.014], [0.007, 0.023, 0.013], [-0.003, -0.008, -0.002], [0.001, 0.003, -0.006], [0.021, -0.007, -0.006], [0.001, -0.006, 0.008], [-0.001, 0.002, 0.002], [-0.001, -0.003, -0.002], [-0.003, 0.002, -0.003], [0.009, -0.005, 0.009], [-0.003, 0.001, 0.001], [0.000, 0.001, 0.000], [0.000, 0.000, 0.000], [0.001, 0.000, -0.001], [0.000, 0.000, 0.000], [0.001, -0.003, 0.000], [-0.001, -0.003, -0.001], [-0.001, -0.001, 0.000], [0.010, 0.002, 0.003], [0.000, -0.003, -0.003], [0.001, 0.008, -0.001], [0.004, 0.011, -0.010], [0.004, -0.006, -0.006], [-0.001, 0.000, 0.008], [-0.004, 0.000, -0.002], [0.010, 0.004, 0.001], [0.025, 0.024, -0.052], [-0.002, 0.005, 0.003], [0.000, 0.004, 0.000], [-0.003, -0.013, 0.003], [-0.003, -0.008, -0.003], [0.000, 0.001, 0.002], [0.004, 0.003, -0.001], [0.001, 0.003, -0.001], [0.001, 0.000, 0.000], [-0.005, 0.002, -0.002], [0.001, -0.001, 0.000], [0.000, -0.003, 0.003], [0.000, 0.000, 0.000], [0.000, -0.002, 0.000], [0.000, 0.002, 0.000]],
  "mulliken_charge": [1.805, -1.937, 0.540, 0.511, -1.001, 0.608, -0.606, -0.051, -0.950, 0.298, -0.582, -0.566, -0.600, -0.397, 0.228, 0.457, -0.287, -0.956, -0.506, -0.569, 0.219, -0.742, 0.337, 0.562, 0.313, 0.320, 0.539, 0.331, 0.372, 0.398, 0.343, 0.408, 0.340, 0.432, 0.432, 0.566, -0.546, 0.333, -0.598, 0.368, -0.527, -0.381, 0.828, -0.978, 1.488, -0.866, -0.473, 0.407, 0.556, 0.132, -1.201, 0.136, 0.693, -0.286, -1.330, -0.223, -0.667, 0.198, 0.096, -1.390, -0.132, 0.969, -2.017, 0.406, 0.160, 0.413, -0.512, 0.518, 0.017, 0.451, 0.286, 0.442, 0.322, 0.580, 0.470, 0.133, 1.406, -1.881, 0.792, -0.869, 0.839, -1.806, 0.533, 0.066, 0.965, -1.734, -0.860, 0.371, 0.427, 0.358, 0.262, 0.367, 0.182, 0.415, 0.288, 0.379, 0.333, 0.284]
}

=====

(3)
{
  "formula": "C23H40N2O3",
  "method": "ωB97M-V/def2-TZVPD",
  "lumo_energy_ev": 0.71,
  "spin_multiplicity": 1,
  "energy_ha": -1235.6918,
  "gap_ev": 9.4800,
  "species": ["C", "C", "C", "C", "C", "C", "O", "N", "C", "C", "C", "C", "C", "N", "C", "O", "C", "C", "C", "C", "C", "C", "C", "C", "C", "C", "C", "O", "H", "H", "H", "H", "H", "H", "H", "H", "H", "H", "H", "H", "H", "H", "H", "H", "H", "H", "H", "H", "H", "H", "H", "H", "H", "H", "H", "H", "H", "H", "H", "H", "H", "H", "H", "H", "H", "H", "H", "H"],
  "positions_angstrom": [[-5.430235, -1.343922, 0.894577], [-4.617604, -2.629750, 0.787346], [-4.264786, -3.004163, -0.653607], [-3.275211, -2.056440, -1.333956], [-1.867182, -2.156314, -0.737782], [-0.917701, -1.191810, -1.408258], [-0.099262, -1.567512, -2.228765], [-1.024629, 0.131627, -1.100483], [-0.200868, 1.076756, -1.814587], [0.672731, 1.932704, -0.870907], [1.480498, 2.920679, -1.728373], [2.478923, 3.782974, -0.962339], [1.605392, 1.028369, -0.031662], [0.864050, 0.142269, 0.825756], [0.968729, -1.213470, 0.907633], [0.224908, -1.843934, 1.638392], [2.059330, -1.894387, 0.114204], [3.432371, -1.673709, 0.756852], [4.535081, -2.349698, -0.055213], [5.915381, -2.236315, 0.592697], [6.455431, -0.810694, 0.613211], [-0.096606, 0.813404, 1.667593], [-1.115695, 1.643940, 0.856723], [-2.069520, 2.333514, 1.846053], [-3.209045, 3.123773, 1.210265], [-1.891662, 0.734077, -0.123308], [-0.294940, 2.638845, 0.059332], [-0.398382, 3.835657, 0.152262], [-5.707693, -1.158819, 1.929891], [-4.866683, -0.484592, 0.539357], [-6.341507, -1.420667, 0.305086], [-3.707155, -2.540574, 1.382358], [-5.202846, -3.446121, 1.216540], [-5.185326, -3.026823, -1.242071], [-3.842964, -4.011373, -0.661388], [-3.214768, -2.315208, -2.393575], [-3.645355, -1.032300, -1.273372], [-1.872598, -2.000886, 0.339779], [-1.473984, -3.157261, -0.922912], [0.429623, 0.505131, -2.499932], [-0.841097, 1.748284, -2.402193], [0.767162, 3.582724, -2.223726], [2.007471, 2.357819, -2.502351], [2.887132, 4.537259, -1.630602], [1.988633, 4.292026, -0.137722], [3.308896, 3.194716, -0.578953], [2.238509, 0.462088, -0.712156], [2.239399, 1.671127, 0.591825], [2.053659, -1.566781, -0.925272], [1.827549, -2.960607, 0.122807], [3.418816, -2.088619, 1.767170], [3.637548, -0.605599, 0.840237], [4.286462, -3.406951, -0.169621], [4.569431, -1.910193, -1.055107], [6.611847, -2.867138, 0.035638], [5.866540, -2.620747, 1.613806], [5.847878, -0.169742, 1.246976], [7.472004, -0.798731, 0.999499], [6.467056, -0.393689, -0.391753], [-0.612119, 0.045565, 2.249454], [0.430576, 1.484664, 2.358442], [-2.484437, 1.574617, 2.513588], [-1.473335, 3.020592, 2.450194], [-2.822708, 3.830764, 0.481966], [-3.730370, 3.684258, 1.982412], [-3.933183, 2.471525, 0.728377], [-2.404061, -0.031643, 0.455817], [-2.637493, 1.347089, -0.645241]],
  "atomic_forces_ev_per_a": [[0.143, -0.200, 0.078], [-0.108, 0.011, -0.188], [0.084, 0.145, 0.104], [-0.004, -0.216, 0.060], [-0.132, -0.020, -0.071], [-0.281, -0.052, 0.167], [0.237, -0.327, -0.259], [-0.115, 0.139, -0.322], [0.224, -0.008, -0.134], [0.240, 0.159, -0.383], [-0.121, -0.025, 0.299], [-0.100, -0.071, -0.101], [0.078, 0.164, -0.167], [0.100, 0.111, 0.353], [0.287, 0.013, -0.177], [-0.183, -0.403, 0.206], [0.101, -0.017, 0.122], [-0.016, -0.146, -0.297], [0.083, 0.032, 0.356], [-0.070, 0.096, -0.221], [-0.025, -0.239, 0.083], [-0.220, -0.063, 0.128], [-0.253, 0.054, 0.396], [0.121, 0.044, -0.301], [0.109, -0.067, 0.088], [-0.097, 0.125, 0.187], [0.035, -0.430, -0.034], [-0.023, 0.267, 0.022], [-0.058, 0.097, 0.069], [0.024, 0.162, -0.045], [-0.115, 0.051, -0.064], [0.026, -0.070, 0.091], [0.073, -0.019, 0.071], [-0.032, -0.087, -0.020], [-0.026, -0.072, -0.080], [-0.008, 0.098, -0.028], [-0.023, 0.091, -0.061], [0.015, -0.019, 0.017], [0.053, 0.089, 0.056], [-0.069, 0.179, 0.070], [0.039, 0.010, -0.015], [-0.012, -0.066, -0.080], [-0.055, -0.047, -0.075], [0.096, 0.078, -0.011], [0.034, 0.061, 0.079], [0.119, -0.011, 0.055], [0.056, 0.026, 0.028], [0.061, -0.057, -0.098], [0.005, -0.013, -0.021], [-0.067, 0.094, -0.045], [0.019, 0.055, 0.078], [0.014, 0.064, 0.080], [-0.056, -0.027, -0.088], [-0.023, -0.028, -0.103], [0.020, -0.057, 0.076], [0.035, -0.098, 0.020], [-0.029, 0.139, 0.046], [0.090, 0.097, 0.030], [0.015, 0.100, -0.106], [0.037, 0.195, -0.042], [-0.038, 0.003, 0.016], [0.062, -0.050, 0.068], [0.026, -0.074, 0.070], [-0.044, 0.067, -0.068], [-0.106, 0.059, 0.023], [-0.115, -0.028, -0.058], [-0.077, 0.016, -0.023], [-0.055, -0.086, 0.091]],
  "mulliken_charge": [-0.991, -0.271, -0.966, -0.321, -0.653, 0.797, -0.715, 0.436, -2.583, 3.222, -1.180, -1.376, -1.898, 0.497, 0.929, -0.713, -1.257, -0.301, -0.578, -0.513, -1.142, -2.490, 3.179, -1.210, -1.357, -1.666, -1.000, -0.632, 0.352, 0.087, 0.346, 0.204, 0.407, 0.429, 0.342, 0.330, 0.218, 0.063, 0.639, 0.589, 0.298, 0.449, 0.415, 0.449, 0.306, 0.297, 0.673, 0.364, 0.325, 0.705, 0.335, 0.153, 0.341, 0.309, 0.360, 0.308, 0.306, 0.363, 0.286, 0.597, 0.311, 0.417, 0.435, 0.302, 0.461, 0.250, 0.586, 0.351]
}

=====

(4)
{
  "formula": "C4H10N2OS",
  "method": "ωB97M-V/def2-TZVPD",
  "lumo_energy_ev": 0.78,
  "spin_multiplicity": 1,
  "energy_ha": -741.2037,
  "gap_ev": 9.0028,
  "species": ["C", "S", "O", "N", "C", "C", "C", "N", "H", "H", "H", "H", "H", "H", "H", "H", "H", "H"],
  "positions_angstrom": [[1.218929, 2.541400, 1.088646], [0.136988, 1.482167, 0.365227], [-1.216179, 1.903626, 0.542108], [0.359239, 0.007969, 1.215511], [-0.646026, -1.061281, 0.999795], [-0.418159, -1.460426, -0.479215], [-0.679614, -0.237519, -1.451333], [0.257609, 0.893284, -1.264019], [0.651688, 3.513222, 0.885082], [2.235914, 2.551339, 1.184613], [0.436440, 0.274075, 2.244727], [-1.743879, -0.735779, 1.227840], [-0.359679, -1.868200, 1.583841], [0.683628, -1.599636, -0.462227], [-0.887870, -2.376815, -0.732807], [-0.456915, -0.580754, -2.424909], [-1.625630, 0.024800, -1.539164], [1.179192, 0.537040, -1.596154]],
  "atomic_forces_ev_per_a": [[-5.103, 0.758, -1.696], [2.694, -0.993, 1.910], [-0.878, 0.395, -0.890], [-0.001, 0.978, 1.714], [-1.494, 2.213, -2.083], [0.987, 2.309, 0.746], [4.319, -2.577, 0.803], [-0.316, -0.375, 0.834], [1.187, -1.124, 0.523], [2.368, -0.544, -0.247], [-0.154, -0.205, -1.916], [1.898, -0.485, -0.344], [0.327, -1.448, 1.431], [-0.524, -0.317, -0.481], [-0.698, -0.638, -0.505], [0.416, -0.554, -1.285], [-4.462, 1.685, 0.394], [-0.565, 0.920, 1.093]],
  "mulliken_charge": [-0.971, 0.983, -0.635, -0.422, -0.595, -0.470, -1.025, -0.379, 0.208, 0.385, 0.303, 0.289, 0.442, 0.252, 0.432, 0.445, 0.427, 0.332]
}